# 1
Below is H30KrO15 as an isolated structure in a non-equilibrium geometry, with properties calculated with ωB97M-V with the def2-TZVPD basis set.

The geometry in XYZ format:
```
46
H30KrO15, DFT ωB97M-V with the def2-TZVPD basis set
Kr 0.27919 0.11291 0.03431
O -0.29460 1.62067 -3.27465
H -0.23113 0.66727 -3.33143
H -1.20815 1.78697 -3.04228
O 0.97507 -3.99077 0.19911
H 1.69037 -3.56546 0.67205
H 0.53594 -4.52673 0.85952
O -3.27565 3.32250 -0.82313
H -4.00606 2.73758 -0.62164
H -2.49399 2.81160 -0.61283
O -1.17110 -2.80490 -0.97702
H -0.37829 -3.12251 -0.54480
H -1.67254 -3.59690 -1.17070
O 3.37764 2.44566 0.02963
H 4.06124 3.11384 -0.02009
H 2.65518 2.87508 0.48775
O 1.36758 3.63632 1.64792
H 0.43198 3.45432 1.55970
H 1.44132 4.58193 1.51906
O -0.76712 1.25438 4.04583
H -0.77763 1.76790 4.85355
H -0.57932 1.89293 3.35792
O 2.94065 -2.74643 1.93376
H 3.31323 -2.03142 1.41784
H 2.63606 -2.32798 2.73897
O 3.57668 -0.49154 0.13458
H 3.32015 0.42670 0.21980
H 3.16592 -0.78084 -0.68016
O -2.85133 -0.12495 -1.66862
H -3.00181 -0.01289 -2.60725
H -2.07701 -0.68509 -1.61490
O -2.73358 0.55437 1.12316
H -3.53348 0.64896 1.64031
H -3.03783 0.50860 0.21675
O 2.68876 -2.11897 -2.06283
H 2.84002 -1.60760 -2.85772
H 3.37417 -2.78706 -2.07321
O 0.01259 -1.02165 -3.18850
H -0.66693 -1.60904 -3.51934
H 0.36915 -1.47374 -2.42384
O -1.00778 2.64214 1.64268
H -1.76023 2.99501 2.11757
H -1.32428 1.81996 1.26839
O -2.15217 -2.33331 1.41990
H -1.69296 -2.51822 0.60066
H -2.35791 -1.39961 1.37425
```

- E_LUMO: 0.013 eV
- M: 354.025 g mol⁻¹
- Frontier orbital gap: 10.39 eV
- Energy above the lowest of the compared OMol25 structures with the same formula, charge and spin: 0.370 eV
- DFT total energy: -106130.776 eV
- 2S+1: 1
- Total charge: 0

=====

# 2
Below is a 16-piece molecular cluster, H30NO18 overall in a non-equilibrium geometry, with properties calculated with ωB97M-V with the def2-TZVPD basis set.

The geometry in XYZ format:
```
49
H30NO18, DFT ωB97M-V with the def2-TZVPD basis set
N -0.06510 0.33643 -0.29076
O -0.02210 -0.37657 0.68024
O 0.98890 0.53943 -0.88576
O -1.10910 0.21843 -0.92976
O 0.87590 3.34943 -0.92576
H 0.20890 3.14643 -1.58176
H 1.37790 2.56043 -0.91776
O -1.09610 2.35643 -2.87576
H -0.41910 1.64943 -3.02676
H -1.06910 2.81843 -3.65376
O 2.72390 1.44943 1.31024
H 2.22890 0.70843 0.92724
H 2.78590 1.40943 2.21324
O 3.29490 -1.45057 -0.54876
H 3.77490 -2.24957 -0.80376
H 2.49190 -1.83357 -0.20876
O -0.46710 -3.63657 1.99324
H -0.45410 -4.19657 2.79424
H -0.02110 -2.80157 2.14224
O -2.11310 -2.30857 -0.71176
H -1.70010 -1.49257 -0.69076
H -2.46010 -2.24157 -1.59776
O 3.07290 1.72043 -2.33476
H 3.49090 2.45943 -1.81776
H 2.99990 1.04443 -1.67276
O 2.14490 -2.06957 2.15324
H 2.39390 -2.62857 2.87024
H 1.50590 -1.45357 2.51024
O -2.79810 2.81543 -0.66176
H -3.40810 2.18843 -0.28076
H -2.32410 2.29443 -1.30076
O -0.90210 3.07843 1.09924
H -0.32210 3.17343 0.31524
H -1.70610 2.86843 0.65124
O 0.93290 -2.84357 -0.68676
H 0.49590 -3.72657 -0.57876
H 0.57890 -2.19257 -0.09676
O -2.33910 -0.35657 1.91224
H -2.15210 -1.13657 2.39124
H -1.41610 -0.13657 1.63324
O -4.22710 -0.35857 0.09724
H -3.43410 -0.40157 0.67624
H -4.00610 -0.05757 -0.75276
O 0.65090 0.34343 -3.60976
H 0.12190 -0.45557 -3.58276
H 0.81490 0.46843 -2.65676
O -0.04610 -1.20457 3.55424
H -0.23210 -0.23957 3.35124
H 0.35390 -1.14757 4.40624
```

- E_LUMO: 2.044 eV
- M: 332.229 g mol⁻¹
- Frontier orbital gap: 9.00 eV
- Energy above the lowest of the compared OMol25 structures with the same formula, charge and spin: 1.333 eV
- DFT total energy: -38830.922 eV
- 2S+1: 1
- Total charge: -1

=====

# 3
Below is a 15-piece molecular cluster, H30O15 overall in a non-equilibrium geometry, with properties calculated with ωB97M-V with the def2-TZVPD basis set.

The geometry in XYZ format:
```
45
H30O15, DFT ωB97M-V with the def2-TZVPD basis set
O 1.26413 0.28656 2.68278
H 1.31913 0.98256 3.49978
H 1.18013 1.00356 1.95078
O 3.32413 -0.40844 -1.28422
H 3.78413 -0.00744 -0.65222
H 3.51113 0.24856 -1.93022
O 0.57813 -1.81544 2.16678
H 1.14713 -2.40244 1.77978
H 1.11613 -0.99144 2.22378
O -2.62687 0.47056 2.10678
H -2.39287 -0.26544 1.65178
H -3.56287 0.48356 2.09378
O 1.70713 -1.86844 0.72078
H 1.98813 -1.02444 0.21878
H 1.24213 -2.52044 0.06278
O -1.50987 -1.88044 -2.18022
H -2.40087 -2.22044 -2.04822
H -1.31787 -1.09544 -1.73222
O -2.03487 -2.34544 1.53878
H -2.54887 -2.46344 2.36978
H -1.13387 -1.95844 1.57978
O 1.13913 0.15356 -3.07022
H 0.27913 0.21656 -3.50022
H 1.01813 0.06456 -2.16922
O 0.62913 -3.31544 -0.88422
H -0.07987 -2.72044 -1.13822
H 0.89013 -3.32544 -1.86122
O -0.04987 -0.24244 -0.42122
H 0.69213 -0.13744 0.10278
H -0.88787 -0.27744 -0.01822
O 1.45313 2.31956 -1.97322
H 0.97613 1.99056 -2.58422
H 1.51913 1.90356 -1.04722
O -0.45187 3.05656 -1.59422
H 0.47313 3.34356 -1.38122
H -0.65187 2.22756 -1.24222
O -2.70787 0.23156 -0.23622
H -2.69487 1.11856 -0.13722
H -2.80987 0.34656 -1.21722
O -2.05287 2.52056 1.32478
H -2.91787 2.86756 1.47478
H -2.01487 1.76256 1.82678
O 1.70913 1.57856 0.84778
H 1.26813 2.39256 1.01378
H 2.64013 1.71656 1.06578
```

- E_LUMO: -0.497 eV
- M: 270.225 g mol⁻¹
- Frontier orbital gap: 6.71 eV
- Energy above the lowest of the compared OMol25 structures with the same formula, charge and spin: 11.830 eV
- DFT total energy: -31189.836 eV
- 2S+1: 1
- Total charge: 0

=====

# 4
Below is H30O15Rb as an isolated structure, with properties calculated with ωB97M-V with the def2-TZVPD basis set.

The geometry in XYZ format:
```
46
H30O15Rb, DFT ωB97M-V with the def2-TZVPD basis set
Rb -32.93785 0.30856 12.72419
O -33.36818 -1.59081 10.10974
H -34.30665 -1.76340 10.03418
H -32.95126 -2.41031 9.84360
O -36.63037 0.62867 12.76781
H -36.42241 0.35119 11.87563
H -37.42987 0.15043 12.98766
O -30.08777 1.03229 11.72428
H -30.72777 1.29975 11.06464
H -29.64673 1.84433 11.97386
O -33.40911 2.97722 13.70226
H -33.04984 2.62674 14.51732
H -33.39276 3.92682 13.82156
O -32.06123 2.50433 10.54448
H -31.68395 3.34356 10.28070
H -32.94325 2.72191 10.84605
O -31.92967 -3.70055 12.55568
H -31.52686 -2.86470 12.32044
H -32.74354 -3.45876 12.99770
O -32.58171 -1.16181 7.57034
H -32.75931 -2.07679 7.35239
H -32.68328 -1.11751 8.52110
O -31.98550 3.33270 16.15580
H -31.45068 4.11494 16.02051
H -32.54732 3.55173 16.89919
O -31.92722 0.59761 15.47094
H -32.16029 1.38565 15.96176
H -31.19423 0.22006 15.95718
O -30.29998 -1.51136 12.20418
H -30.11484 -0.58141 12.07317
H -29.47390 -1.87853 12.51881
O -33.23772 -1.74716 16.30500
H -32.64838 -1.07592 15.96100
H -33.69342 -1.31813 17.02923
O -36.74779 1.29195 9.37070
H -36.15676 0.55915 9.54366
H -36.73600 1.39023 8.41863
O -34.13639 -2.65173 13.84077
H -34.01107 -2.46352 14.77088
H -35.07258 -2.83256 13.75653
O -36.23355 -1.39506 10.07696
H -36.48181 -1.97000 10.80087
H -36.92472 -1.51663 9.42603
O -36.76349 -2.65735 12.65070
H -36.49633 -3.57190 12.55879
H -37.54668 -2.69017 13.20006
```

- E_LUMO: -2.996 eV
- M: 355.693 g mol⁻¹
- Frontier orbital gap: 9.31 eV
- Energy above the lowest of the compared OMol25 structures with the same formula, charge and spin: 0.000 eV
- DFT total energy: -31852.056 eV
- 2S+1: 1
- Total charge: +1

=====

# 5
Below is a 15-piece molecular cluster, H32NO14 overall in a non-equilibrium geometry, with properties calculated with ωB97M-V with the def2-TZVPD basis set.

The geometry in XYZ format:
```
47
H32NO14, DFT ωB97M-V with the def2-TZVPD basis set
N -0.07856 -0.02033 0.28431
H 0.49847 0.43848 0.89977
H -0.93893 0.43904 0.13656
H -0.16559 -0.93950 0.53278
H 0.46445 -0.11197 -0.50675
O -3.04610 1.41839 1.30309
H -2.99999 1.31486 2.26947
H -2.80964 2.32972 1.05127
O -0.62545 1.32881 2.84629
H -0.94453 2.22254 2.88023
H 0.29146 1.49423 2.94428
O 1.13277 3.05344 0.55138
H 1.22864 3.42358 1.45173
H 1.84602 2.45645 0.47014
O 2.55489 -0.39630 -3.21122
H 1.84050 0.21139 -2.94071
H 2.23817 -0.87009 -4.00285
O -2.97451 -0.63256 -0.59322
H -2.76207 -0.22825 -1.41259
H -3.38871 0.04286 -0.02823
O 2.08658 0.76755 2.93593
H 2.54535 0.09932 3.47920
H 2.55475 0.90642 2.11876
O 2.90083 0.72500 -0.02794
H 3.35415 1.53711 -0.23377
H 3.25146 0.23335 -0.76389
O 1.71923 -2.09996 -1.33293
H 2.15141 -1.51196 -1.98964
H 2.29199 -2.82271 -1.26962
O -1.27198 -3.06637 -0.33353
H -1.78382 -2.66797 0.31774
H -0.71015 -3.69426 0.12514
O 0.54698 -2.30234 2.71935
H 0.11145 -3.14606 2.58427
H -0.10460 -1.64541 2.64535
O -2.02032 -1.56265 2.16340
H -2.95566 -1.32088 1.98750
H -2.11099 -2.32798 2.71648
O 0.87440 1.47225 -2.96138
H 0.11161 1.79705 -2.45208
H 0.39687 0.98004 -3.63864
O -0.45172 -1.31096 -2.83658
H 0.15688 -1.96357 -2.39307
H -0.62526 -1.60731 -3.70845
O -1.47728 2.16083 -1.50457
H -1.35604 2.83898 -0.85837
H -1.54741 2.55768 -2.41437
```

- E_LUMO: -2.861 eV
- M: 270.249 g mol⁻¹
- Frontier orbital gap: 10.95 eV
- Energy above the lowest of the compared OMol25 structures with the same formula, charge and spin: 1.007 eV
- DFT total energy: -30669.546 eV
- 2S+1: 1
- Total charge: +1

=====

# 6
Below is a 16-piece molecular cluster, H32O16 overall in a non-equilibrium geometry, with properties calculated with ωB97M-V with the def2-TZVPD basis set.

The geometry in XYZ format:
```
48
H32O16, DFT ωB97M-V with the def2-TZVPD basis set
O 0.89058 -0.34954 3.56375
H 1.03758 0.47146 3.17675
H 1.59758 -0.46954 4.17175
O -0.50842 3.64946 -1.34725
H -0.77642 4.23446 -2.02925
H -0.42142 2.82646 -1.76325
O -1.55642 -1.23554 -2.35925
H -1.94742 -1.86554 -1.74625
H -2.16742 -0.90654 -3.01725
O 2.56058 -1.33554 1.36675
H 2.35758 -0.68254 2.02175
H 2.54658 -0.97054 0.47675
O -0.27342 0.47746 -0.04225
H -0.40942 -0.47254 0.02475
H 0.61158 0.59246 0.22075
O 2.54658 2.43146 -2.07225
H 3.19958 2.22846 -2.75725
H 2.79458 1.96946 -1.29325
O 2.75958 -0.55454 -1.49825
H 2.10458 -1.19054 -1.76825
H 3.55058 -1.04054 -1.44025
O 0.03258 1.46046 -2.69825
H -0.38742 0.79146 -2.12625
H 0.94258 1.56746 -2.52325
O 0.97458 -2.49154 -2.16325
H 1.25758 -2.84654 -3.01125
H 0.18658 -1.93854 -2.36425
O -1.16142 1.61846 2.34375
H -0.58342 2.15946 2.89575
H -0.80842 1.41546 1.45275
O -0.05642 -2.35954 0.48675
H 0.19158 -2.66654 -0.38525
H 0.75058 -2.22954 0.92775
O -2.68942 2.32146 0.01875
H -3.07842 2.07246 -0.83525
H -1.87542 2.71746 -0.23125
O -2.66942 -2.99854 -0.37725
H -1.86142 -3.41454 0.00575
H -2.78242 -2.18154 0.10475
O -3.05142 -0.62254 0.65075
H -2.58742 0.20246 0.49675
H -2.71442 -0.87654 1.52475
O 1.84358 1.79446 2.05175
H 1.45558 2.62346 1.87675
H 2.53658 1.77746 1.39375
O -1.77742 -1.67354 2.96475
H -0.93542 -1.40154 2.58975
H -1.64942 -2.62854 3.04175
```

- E_LUMO: -0.356 eV
- M: 288.240 g mol⁻¹
- Frontier orbital gap: 10.14 eV
- Energy above the lowest of the compared OMol25 structures with the same formula, charge and spin: 3.868 eV
- DFT total energy: -33281.066 eV
- 2S+1: 1
- Total charge: 0

=====

# 7
Below is a 16-piece molecular cluster, H32O16 overall in a non-equilibrium geometry, with properties calculated with ωB97M-V with the def2-TZVPD basis set.

The geometry in XYZ format:
```
48
H32O16, DFT ωB97M-V with the def2-TZVPD basis set
O -4.01878 -0.87508 -1.29992
H -3.39420 -0.15213 -1.18632
H -4.10352 -1.09814 -2.22700
O 2.82408 -1.91211 0.04373
H 2.86070 -2.21541 -0.87086
H 3.28892 -1.07413 -0.07696
O -2.29344 -2.37609 2.10768
H -3.22835 -2.14812 2.16592
H -2.00446 -1.95200 1.29587
O -2.45025 -0.62401 4.82494
H -2.05896 -0.94568 4.00316
H -1.70656 -0.64118 5.43449
O -1.29734 -4.70375 1.22019
H -1.85527 -4.13037 1.77863
H -0.43041 -4.32100 1.40975
O -1.87407 0.96164 -2.01100
H -1.74239 0.62448 -2.91503
H -1.23497 1.68373 -2.19035
O -0.60417 0.50315 0.25466
H -0.63355 0.18093 -0.65564
H 0.23236 0.97090 0.23088
O 1.84547 4.73311 0.40145
H 2.59277 5.23017 0.72862
H 1.09542 5.31999 0.28568
O 2.17839 -0.75371 -5.58522
H 2.77263 -1.49687 -5.44026
H 2.14990 -0.23755 -4.77488
O 1.18221 -3.47154 2.43918
H 1.42235 -2.89358 1.71108
H 1.40568 -4.36816 2.17196
O 0.06789 3.05890 -2.15595
H 0.60642 3.10386 -1.35643
H 0.62212 2.60629 -2.79220
O -0.38256 0.02835 -4.77333
H -0.89847 -0.03872 -5.57827
H 0.55279 -0.13957 -4.94826
O 0.29134 2.12407 4.09316
H -0.49651 1.64411 4.36633
H 0.08622 2.23806 3.15360
O 3.14913 2.21283 3.74342
H 3.52630 2.13756 4.60527
H 2.20406 2.22776 3.97908
O -1.40573 2.85978 2.11021
H -0.85450 2.42655 1.44474
H -1.41577 3.79036 1.86700
O 1.45577 -2.60376 -3.46448
H 0.87168 -2.01113 -3.95036
H 1.09960 -3.48285 -3.61797
```

- E_LUMO: -0.667 eV
- M: 288.240 g mol⁻¹
- Frontier orbital gap: 9.41 eV
- Energy above the lowest of the compared OMol25 structures with the same formula, charge and spin: 5.658 eV
- DFT total energy: -33279.276 eV
- 2S+1: 1
- Total charge: 0

=====

Question: Among the records above, which one has the lowest M?
Answer: H30O15